(1)
{"formula": "C23H31B3N6O6", "method": "ωB97M-V with the def2-TZVPD basis set", "elements": ["O", "N", "O", "B", "O", "B", "O", "B", "C", "C", "C", "O", "O", "H", "H", "H", "H", "H", "H", "C", "C", "C", "N", "C", "H", "H", "H", "H", "H", "C", "C", "C", "N", "C", "H", "H", "H", "H", "H", "C", "C", "C", "N", "C", "H", "H", "H", "H", "H", "C", "C", "C", "N", "C", "H", "H", "H", "H", "H", "C", "C", "C", "N", "C", "H", "H", "H", "H", "H"], "xyz": [[-4.39, 2.31, -0.56], [-5.43, 2.36, -1.07], [-5.50, 3.42, -2.06], [-5.02, 2.96, -3.29], [-5.94, 2.60, -4.25], [-5.41, 1.98, -5.36], [-4.11, 2.26, -5.72], [-3.27, 2.20, -4.63], [-1.91, 1.42, -4.59], [-2.20, 0.13, -3.85], [-3.14, -0.79, -4.53], [-3.46, 0.07, -3.30], [-3.67, 2.90, -3.49], [-6.00, 1.14, -5.96], [-1.22, 1.98, -3.97], [-1.49, 1.15, -5.56], [-1.39, -0.33, -3.32], [-3.42, -1.75, -4.10], [-3.90, -0.43, -5.21], [2.96, -1.20, -2.96], [3.16, -1.06, -1.55], [2.35, -0.05, -1.12], [1.67, 0.43, -2.20], [2.04, -0.26, -3.33], [3.44, -1.90, -3.61], [3.83, -1.65, -0.94], [2.20, 0.37, -0.14], [1.01, 1.19, -2.18], [1.61, -0.03, -4.29], [6.61, 3.44, 0.30], [5.49, 3.77, -0.52], [4.89, 2.59, -0.86], [5.59, 1.57, -0.28], [6.64, 2.08, 0.43], [7.31, 4.13, 0.75], [5.17, 4.75, -0.82], [4.02, 2.38, -1.46], [5.37, 0.60, -0.38], [7.32, 1.44, 0.96], [-0.96, 2.27, 3.18], [-2.04, 2.53, 2.29], [-2.59, 1.33, 1.95], [-1.89, 0.35, 2.59], [-0.90, 0.91, 3.35], [-0.31, 2.99, 3.64], [-2.37, 3.50, 1.94], [-3.41, 1.08, 1.30], [-2.07, -0.63, 2.52], [-0.24, 0.30, 3.93], [-2.81, -5.12, 4.97], [-2.36, -4.09, 5.85], [-2.01, -3.02, 5.08], [-2.23, -3.35, 3.77], [-2.72, -4.63, 3.70], [-3.16, -6.10, 5.24], [-2.30, -4.14, 6.93], [-1.63, -2.05, 5.36], [-2.06, -2.76, 2.99], [-2.96, -5.07, 2.75], [2.12, -1.36, 2.61], [1.96, -2.67, 3.13], [3.11, -3.36, 2.86], [3.96, -2.51, 2.21], [3.37, -1.29, 2.06], [1.41, -0.55, 2.65], [1.09, -3.07, 3.63], [3.40, -4.38, 3.08], [4.88, -2.75, 1.89], [3.88, -0.48, 1.57]], "lowdin_charge": [0.115, 0.060, 0.105, -0.715, 0.312, -0.313, 0.277, -0.545, 0.013, -0.339, 0.046, -0.066, 0.336, 0.124, 0.116, 0.124, 0.140, 0.115, 0.103, -0.103, -0.117, -0.155, 0.010, -0.144, 0.091, 0.081, 0.105, 0.140, 0.104, -0.114, -0.110, -0.146, 0.006, -0.144, 0.088, 0.088, 0.096, 0.119, 0.102, -0.102, -0.103, -0.139, 0.011, -0.158, 0.092, 0.091, 0.086, 0.117, 0.096, -0.110, -0.108, -0.146, -0.001, -0.140, 0.090, 0.091, 0.103, 0.119, 0.105, -0.105, -0.102, -0.135, 0.008, -0.156, 0.065, 0.082, 0.106, 0.142, 0.096], "gap_ev": 7.9, "smiles": "O=NOB1OBOB(C[C@@H]2CO2)O1.c1cc[nH]c1.c1cc[nH]c1.c1cc[nH]c1.c1cc[nH]c1.c1cc[nH]c1", "total_charge": 0, "multiplicity": 1, "e_homo_ha": -0.3035}

(2)
{"formula": "C4H25N3O8", "method": "ωB97M-V with the def2-TZVPD basis set", "elements": ["C", "C", "C", "N", "N", "C", "N", "O", "H", "H", "H", "H", "H", "H", "H", "H", "H", "H", "H", "H", "H", "O", "H", "H", "O", "H", "H", "O", "H", "H", "O", "H", "H", "O", "H", "H", "O", "H", "H", "O"], "xyz": [[-1.21, -0.77, 0.72], [-0.39, -1.68, -0.21], [-0.84, -1.84, -1.65], [-0.75, -0.63, -2.48], [-0.50, 0.47, 0.96], [-0.51, 1.12, 2.21], [-1.71, 1.45, 2.77], [0.50, 1.64, 2.64], [-2.13, -0.48, 0.19], [-1.45, -1.19, 1.71], [-0.23, -2.66, 0.21], [0.59, -1.21, -0.30], [-0.35, -2.76, -1.98], [-1.91, -2.11, -1.74], [0.19, -0.27, -2.31], [-0.74, -0.78, -3.48], [0.41, 0.62, 0.51], [-2.51, 0.84, 2.63], [-1.69, 1.87, 3.69], [4.12, -1.91, -0.19], [4.66, -0.45, 0.39], [4.44, -1.01, -0.38], [-0.24, 2.52, -2.64], [1.21, 2.94, -2.40], [0.65, 2.13, -2.43], [0.17, -0.47, 3.50], [1.01, -0.91, 4.75], [0.35, -1.21, 4.10], [2.71, 0.78, 3.07], [2.36, -0.53, 2.61], [3.15, 0.03, 2.66], [3.12, -0.63, -1.58], [2.30, 0.49, -2.23], [2.21, -0.42, -1.93], [-4.02, 0.10, -2.34], [-3.68, 1.53, -2.05], [-4.40, 0.88, -1.89], [-1.69, 0.96, -2.21], [-1.46, 1.64, -1.02], [-1.75, 1.90, -1.88]], "mulliken_spin": [-0.018, 0.030, -0.007, 0.003, 0.695, -0.047, 0.014, 0.230, 0.086, 0.045, 0.008, -0.008, 0.000, 0.001, -0.001, 0.000, -0.030, -0.003, -0.001, 0.000, 0.000, 0.000, 0.000, 0.000, 0.000, -0.003, 0.000, -0.001, 0.000, 0.000, 0.000, 0.000, 0.000, 0.000, 0.000, 0.000, 0.001, -0.001, 0.001, 0.006], "gap_ev": [9.8, 4.3], "total_charge": 1, "multiplicity": 2, "e_above_lowest_ev": 0.8943, "e_homo_ha": [-0.4955, -0.4952]}

(3)
{"formula": "C3H4BrN", "method": "ωB97M-V with the def2-TZVPD basis set", "elements": ["C", "C", "C", "N", "Br", "H", "H", "H", "H"], "xyz": [[-0.64, -0.49, 0.68], [0.12, -1.10, 1.61], [2.18, 0.38, -0.07], [-0.91, 0.07, -0.30], [1.16, 0.60, -1.50], [0.60, -0.60, 2.37], [-0.16, -2.10, 1.85], [2.40, -0.69, 0.25], [2.45, 1.18, 0.50]], "lowdin_charge": [-0.375, 0.024, -0.549, -0.028, 0.867, 0.027, 0.056, 0.022, -0.045], "gap_ev": [8.7, 6.8], "total_charge": 0, "multiplicity": 1, "e_above_lowest_ev": 4.3706, "e_homo_ha": [-0.3301, -0.2963]}

(4)
{"formula": "C4H5NO2", "method": "ωB97M-V with the def2-TZVPD basis set", "elements": ["N", "C", "C", "C", "O", "C", "O", "H", "H", "H", "H", "H"], "xyz": [[0.41, 2.20, 0.59], [0.28, 0.91, 0.21], [0.22, 0.40, -1.10], [0.04, -0.91, -0.77], [-0.15, -1.98, -1.57], [-0.20, -1.17, 0.68], [0.16, 0.07, 1.27], [0.08, 2.45, 1.52], [0.32, 2.89, -0.13], [-0.13, -1.64, -2.48], [-1.29, -1.26, 0.71], [0.28, -2.00, 1.21]], "lowdin_charge": [0.180, -0.414, 0.021, -0.384, 0.066, -0.095, -0.005, 0.116, 0.111, 0.116, 0.146, 0.142], "gap_ev": 9.0, "smiles": "NC1=C=C(O)CO1", "total_charge": 0, "multiplicity": 1, "e_above_lowest_ev": 2.4862, "e_homo_ha": -0.2999}

(5)
{"formula": "C40H43CdN6O3S2Sb", "method": "ωB97M-V with the def2-TZVPD basis set", "elements": ["Cd", "C", "C", "C", "C", "C", "H", "H", "H", "H", "H", "O", "C", "C", "C", "C", "C", "C", "C", "O", "N", "N", "C", "S", "C", "C", "S", "H", "H", "H", "H", "H", "H", "H", "H", "H", "C", "C", "C", "C", "C", "C", "C", "Sb", "C", "C", "C", "C", "C", "C", "C", "C", "C", "C", "C", "C", "C", "C", "H", "H", "H", "H", "H", "H", "H", "H", "H", "H", "H", "H", "H", "H", "H", "H", "H", "H", "H", "H", "H", "N", "C", "C", "C", "N", "H", "H", "H", "H", "N", "C", "N", "O", "H", "H", "H", "H"], "xyz": [[0.00, 1.17, 1.06], [-2.75, 1.15, 2.37], [-3.31, 2.24, 1.73], [-2.41, 3.30, 1.77], [-1.26, 2.88, 2.44], [-1.45, 1.50, 2.80], [-3.25, 0.21, 2.57], [-4.30, 2.27, 1.30], [-2.59, 4.30, 1.39], [-0.47, 3.52, 2.80], [-0.92, 1.02, 3.62], [5.10, 3.33, 1.34], [4.32, 4.40, 1.14], [4.92, 5.66, 1.10], [4.17, 6.80, 0.91], [2.79, 6.71, 0.76], [2.19, 5.47, 0.77], [2.93, 4.30, 0.96], [2.20, 3.02, 0.94], [1.04, 2.99, 0.45], [2.86, 1.98, 1.45], [2.13, 0.85, 1.61], [2.72, -0.26, 1.81], [4.48, -0.50, 1.76], [4.29, -2.28, 1.38], [3.22, -2.83, 2.29], [1.79, -1.70, 2.20], [4.50, 2.54, 1.41], [6.00, 5.72, 1.22], [4.65, 7.76, 0.89], [2.20, 7.61, 0.63], [1.12, 5.37, 0.64], [5.26, -2.75, 1.55], [4.00, -2.37, 0.33], [3.55, -2.88, 3.33], [2.88, -3.82, 1.97], [-1.34, -2.48, 3.46], [-1.28, -3.60, 2.47], [-1.21, -4.90, 2.95], [-1.20, -5.99, 2.10], [-1.21, -5.78, 0.73], [-1.25, -4.49, 0.24], [-1.31, -3.39, 1.09], [-1.54, -1.41, 0.23], [-0.31, -1.94, -1.50], [1.00, -1.52, -1.33], [2.00, -1.88, -2.21], [1.68, -2.65, -3.32], [0.37, -3.02, -3.53], [-0.64, -2.67, -2.63], [-2.06, -3.07, -2.95], [-3.66, -1.76, -0.21], [-4.36, -2.72, 0.50], [-5.73, -2.84, 0.38], [-6.43, -1.99, -0.47], [-5.74, -1.02, -1.17], [-4.36, -0.89, -1.05], [-3.66, 0.21, -1.77], [-2.18, -2.63, 4.14], [-1.44, -1.51, 2.98], [-0.43, -2.47, 4.06], [-1.19, -5.05, 4.02], [-1.18, -6.99, 2.50], [-1.20, -6.62, 0.05], [-1.24, -4.33, -0.83], [1.25, -0.88, -0.49], [3.02, -1.55, -2.05], [2.45, -2.94, -4.02], [0.11, -3.60, -4.41], [-2.39, -2.54, -3.84], [-2.72, -2.83, -2.12], [-2.12, -4.14, -3.15], [-3.83, -3.39, 1.17], [-6.27, -3.59, 0.95], [-7.50, -2.08, -0.57], [-6.29, -0.34, -1.81], [-4.30, 0.64, -2.54], [-2.75, -0.16, -2.23], [-3.40, 0.99, -1.06], [2.38, 2.21, -2.56], [3.47, 2.47, -3.31], [4.52, 1.82, -2.71], [3.95, 1.20, -1.58], [2.65, 1.44, -1.51], [1.44, 2.54, -2.70], [3.42, 3.08, -4.18], [5.54, 1.80, -3.02], [4.44, 0.61, -0.83], [-1.32, 3.30, -1.32], [-0.96, 2.13, -1.85], [-0.86, 2.05, -3.21], [-0.73, 1.13, -1.17], [-1.32, 4.15, -1.86], [-1.23, 3.38, -0.30], [-1.33, 2.73, -3.79], [-0.78, 1.11, -3.57]], "lowdin_charge": [1.362, -0.236, -0.164, -0.200, -0.240, -0.329, 0.079, 0.089, 0.089, 0.094, 0.083, 0.045, -0.270, -0.016, -0.090, -0.101, -0.034, -0.079, -0.476, -0.168, -0.002, -0.180, -0.910, 0.931, -0.503, -0.481, 0.908, 0.046, 0.113, 0.100, 0.095, 0.107, 0.081, 0.069, 0.077, 0.084, -0.090, -0.342, -0.057, -0.085, -0.083, -0.110, -0.335, 1.558, -0.321, -0.177, -0.088, -0.081, -0.056, -0.322, -0.060, -0.311, -0.113, -0.085, -0.082, -0.050, -0.322, -0.067, 0.090, 0.006, 0.065, 0.112, 0.101, 0.102, 0.078, 0.020, 0.091, 0.102, 0.111, 0.087, 0.041, 0.086, 0.091, 0.102, 0.103, 0.109, 0.084, 0.052, 0.069, -0.001, -0.106, -0.068, -0.174, 0.043, 0.116, 0.105, 0.088, 0.062, 0.208, -0.688, 0.173, -0.159, 0.116, 0.064, 0.108, 0.116], "gap_ev": 7.4, "total_charge": 0, "multiplicity": 1, "e_above_lowest_ev": 1.2406, "e_homo_ha": -0.2655}

(6)
{"formula": "C2H4NP", "method": "ωB97M-V with the def2-TZVPD basis set", "elements": ["C", "C", "N", "P", "H", "H", "H", "H"], "xyz": [[0.56, -1.22, -0.04], [-0.34, -0.98, -0.98], [1.51, -1.00, 0.70], [-0.48, 3.34, 1.13], [-1.02, -1.72, -1.36], [-0.29, 0.07, -1.36], [1.22, -0.69, 1.59], [-1.15, 2.20, 0.33]], "lowdin_charge": [-0.267, -0.033, 0.135, 0.319, 0.040, 0.067, 0.042, -0.301], "gap_ev": [7.4, 7.4], "total_charge": 0, "multiplicity": 1, "e_above_lowest_ev": 3.7483, "e_homo_ha": [-0.3318, -0.3321]}